A molecular structure, C28H22Br4FeN7O4 in a non-equilibrium geometry. Source: the Open Molecules 2025 dataset; level of theory: the ωB97M-V functional and the def2-TZVPD basis.

Geometry as ORCA input:
```
! RIJCOSX wB97M-V def2-TZVPD def2/J DEFGRID3
* xyz -1 5
Fe 0.76573 -1.15662 0.20358
O 2.73793 5.72358 -0.50152
C 1.86943 5.27688 0.24278
O 0.97263 5.80738 0.89568
C 1.89533 3.70038 0.39528
C 2.44753 2.89868 -0.59262
C 2.37193 1.51618 -0.44822
N 1.76033 0.95248 0.59328
C 1.26503 1.71348 1.57648
C 1.31963 3.10168 1.50878
C 0.66463 0.94618 2.67648
C 0.19693 1.52338 3.85688
C -0.31367 0.70458 4.84758
C -0.35067 -0.66682 4.63298
C 0.10343 -1.15432 3.41948
N 0.59343 -0.37862 2.46538
C 2.96963 0.55718 -1.38722
C 4.22303 0.79458 -1.94672
C 4.81473 -0.19832 -2.70482
C 4.12313 -1.38512 -2.90452
C 2.86573 -1.52132 -2.34042
N 2.29753 -0.58952 -1.58192
H 2.91423 3.36328 -1.44692
H 0.91543 3.74008 2.27898
H 0.24423 2.59038 4.00028
H -0.68857 1.12268 5.77158
H -0.71797 -1.33932 5.39328
H 0.07863 -2.20902 3.18498
H 4.73343 1.72598 -1.75502
H 5.80543 -0.05602 -3.10922
H 4.55353 -2.19202 -3.47772
H 2.29173 -2.42752 -2.48562
Br 0.41603 -8.28872 0.11158
C -0.01077 -6.45162 0.00408
C -1.32737 -6.06302 -0.20072
Br -2.67577 -7.35532 -0.49252
C -1.64467 -4.71092 -0.19022
Br -3.41517 -4.09432 -0.48122
C -0.68347 -3.72542 0.03138
O -0.96187 -2.47222 0.08148
C 0.70513 -4.12392 0.18498
O 1.58003 -3.19492 0.32588
C 0.98553 -5.49382 0.16568
Br 2.79723 -6.01982 0.35368
C -2.30447 -0.29562 -1.19802
N -1.26417 0.58358 -0.63802
C -1.01077 1.64058 -1.62582
N -2.21677 2.39098 -1.95082
C -3.21577 1.46418 -2.47152
N -3.53047 0.41748 -1.51282
C -4.02847 1.03808 -0.29612
N -3.05047 1.95848 0.27678
C -1.82717 1.22078 0.55848
C -2.74447 2.97638 -0.72402
H -2.52397 -1.07962 -0.47712
H -1.91577 -0.75402 -2.11022
H -0.62267 1.17918 -2.53942
H -0.26477 2.34198 -1.24132
H -2.83667 0.99758 -3.38612
H -4.12687 2.02158 -2.70832
H -4.25517 0.25818 0.43568
H -4.94307 1.59128 -0.53042
H -2.03397 0.44338 1.29998
H -1.09577 1.92628 0.95968
H -2.01177 3.67308 -0.31252
H -3.66457 3.51568 -0.96312
*
```

Results
<S²>: 6.0084
Kohn-Sham gap (spin up / spin down) in eV: 5.8 / 5.8
Energy above the lowest of the compared OMol25 structures with the same formula, charge and spin in kJ/mol: 0.0
E_LUMO (spin up / spin down) in eV: 1.4 / 1.3
Strongest force on any atom in eV/Å: 2.23

Want to see where the charge sits? The Mulliken charges in e are:
1. Fe 1.182
2. O -0.720
3. C 0.304
4. O -0.709
5. C -0.350
6. C -0.700
7. C 1.150
8. N -0.254
9. C 0.362
10. C -0.155
11. C 0.375
12. C -0.701
13. C -0.534
14. C -0.792
15. C -0.199
16. N 0.041
17. C -0.100
18. C -1.025
19. C -0.411
20. C -0.739
21. C -0.274
22. N 0.152
23. H 0.628
24. H 0.558
25. H 0.408
26. H 0.443
27. H 0.419
28. H 0.471
29. H 0.487
30. H 0.432
31. H 0.392
32. H 0.398
33. Br -0.220
34. C 0.121
35. C 0.161
36. Br -0.207
37. C -0.152
38. Br -0.174
39. C 0.189
40. O -0.275
41. C 0.492
42. O -1.133
43. C -0.212
44. Br -0.180
45. C -0.809
46. N 1.017
47. C -0.875
48. N 0.093
49. C -0.685
50. N 0.133
51. C -0.662
52. N 0.108
53. C -0.530
54. C -0.782
55. H 0.247
56. H 0.232
57. H 0.231
58. H 0.231
59. H 0.333
60. H 0.341
61. H 0.331
62. H 0.367
63. H 0.011
64. H -0.038
65. H 0.422
66. H 0.342